(1)
Here is a gas-phase ion, C6H10NO2S2 (charge +1) at a distorted geometry from OMol25. Energies are from ωB97M-V/def2-TZVPD.

Computed properties:
LUMO = -6.0 eV
Energy relative to the best compared isomer or geometry (same formula, charge and spin) = 4.9 kcal per mole
Total energy = -33629.98166 eV
HOMO level = -13.354 eV
Total charge = +1
HOMO-LUMO gap = 0.2698 Eh

Each atom is followed by the atoms it is bonded to, with distances in Å.
Element x y z (Å)
1 C -1.638 0.945 -0.670  C5 1.550, O8 1.220, O9 1.296
2 C 2.504 -1.030 -0.253  C3 1.328, H12 1.033, H13 1.040
3 C 1.816 0.046 0.113  C2 1.328, C4 1.530, C6 1.464
4 C 0.306 0.076 0.360  C3 1.530, N7 1.442, O9 1.449, H14 1.167
5 C -2.501 -0.157 -0.003  C1 1.550, S10 1.653, S11 1.730
6 C 2.374 1.399 0.129  C3 1.464, H15 1.121, H16 1.068, H17 1.063
7 N -0.321 -1.205 0.148  C4 1.442, H18 1.006, H19 0.989
8 O -2.262 1.720 -1.376  C1 1.220
9 O -0.354 1.022 -0.517  C1 1.296, C4 1.449
10 S -3.528 -0.987 -0.997  C5 1.653, H20 1.335
11 S -2.594 0.030 1.714  C5 1.730, H21 1.377
12 H 3.529 -0.903 -0.268  C2 1.033
13 H 2.014 -1.899 -0.546  C2 1.040
14 H -0.018 0.324 1.454  C4 1.167
15 H 1.847 2.122 0.805  C6 1.121
16 H 3.415 1.468 0.356  C6 1.068
17 H 2.472 1.832 -0.837  C6 1.063
18 H 0.254 -1.817 -0.407  N7 1.006
19 H -0.673 -1.602 0.982  N7 0.989
20 H -2.721 -1.072 -2.057  S10 1.335
21 H -3.919 -0.311 1.869  S11 1.377

=====

(2)
Here is 3 unconnected molecules or ions with the total composition CH7NO3 at a distorted geometry from OMol25. Energies are from ωB97M-V/def2-TZVPD.

Computed properties:
Structure (SMILES) = NC=O.O.O
LUMO = 0.6 eV
Energy relative to the best compared isomer or geometry (same formula, charge and spin) = 51.5 kcal per mole
Total energy = -8781.29573 eV
HOMO level = -9.705 eV
Total charge = 0
HOMO-LUMO gap = 0.3787 Eh

Each atom is followed by the atoms it is bonded to, with distances in Å.
Element x y z (Å)
1 C -1.481 -0.799 -0.361  N2 1.397, O3 1.263, H4 1.120
2 N -1.131 0.526 -0.632  C1 1.397, H5 1.140, H6 0.859
3 O -1.378 -1.176 0.840  C1 1.263
4 H -2.000 -1.293 -1.223  C1 1.120
5 H -0.960 1.157 0.301  N2 1.140
6 H -0.892 0.801 -1.410  N2 0.859
7 H 1.496 0.838 -0.496  O9 0.935
8 H 1.297 2.146 -1.372  O9 0.938
9 O 0.966 1.311 -1.104  H7 0.935, H8 0.938
10 H 1.502 0.237 1.301  O12 0.902
11 H 1.999 -1.241 1.127  O12 0.956
12 O 2.207 -0.326 1.309  H10 0.902, H11 0.956

=====

(3)
Here is 2 unconnected molecules or ions with the total composition C5H16NO at a distorted geometry from OMol25. Energies are from ωB97M-V/def2-TZVPD.

Computed properties:
LUMO = -3.4 eV
Energy relative to the best compared isomer or geometry (same formula, charge and spin) = 20.2 kcal per mole
Total energy = -8975.63913 eV
HOMO level = -14.691 eV
Total charge = +1
HOMO-LUMO gap = 0.4168 Eh

Each atom is followed by the atoms it is bonded to, with distances in Å.
Element x y z (Å)
1 C 0.949 1.193 -0.591  C2 1.533, N6 1.519, H7 1.083, H8 1.086
2 C 0.715 0.575 0.792  C1 1.533, C3 1.539, H9 1.093, H10 1.085
3 C -0.612 -0.199 0.888  C2 1.539, C4 1.528, C5 1.558, H11 1.095
4 C -1.731 0.740 1.338  C3 1.528, H12 1.082, H13 1.100, H14 1.101
5 C -0.434 -1.371 1.898  C3 1.558, H15 1.054, H16 1.089, H17 1.087
6 N 1.849 0.289 -1.416  C1 1.519, H18 1.023, H19 1.021, H20 1.017
7 H 0.023 1.271 -1.147  C1 1.083
8 H 1.468 2.145 -0.540  C1 1.086
9 H 1.588 -0.046 1.013  C2 1.093
10 H 0.696 1.375 1.525  C2 1.085
11 H -0.936 -0.648 -0.057  C3 1.095
12 H -2.594 0.222 1.734  C4 1.082
13 H -1.341 1.509 2.020  C4 1.100
14 H -2.024 1.484 0.581  C4 1.101
15 H -0.270 -2.287 1.404  C5 1.054
16 H -1.348 -1.482 2.479  C5 1.089
17 H 0.417 -1.177 2.546  C5 1.087
18 H 1.382 -0.615 -1.528  N6 1.023
19 H 2.748 0.151 -0.954  N6 1.021
20 H 2.048 0.786 -2.281  N6 1.017
21 H -1.303 -0.652 -3.086  O23 0.961
22 H -0.777 -2.071 -3.450  O23 0.959
23 O -0.513 -1.193 -3.169  H21 0.961, H22 0.959

=====

(4)
Here is 8 unconnected molecules or ions with the total composition C3H20N2O10 at a distorted geometry from OMol25. Energies are from ωB97M-V/def2-TZVPD.

Computed properties:
Structure (SMILES) = NC(=O)CNC(=O)O.O.O.O.O.O.O.O
LUMO = 0.1 eV
Energy relative to the best compared isomer or geometry (same formula, charge and spin) = 55.0 kcal per mole
Total energy = -26891.03128 eV
HOMO level = -10.071 eV
Total charge = 0
HOMO-LUMO gap = 0.3748 Eh

Each atom is followed by the atoms it is bonded to, with distances in Å.
Element x y z (Å)
1 O 2.318 3.448 0.365  C2 1.196
2 C 2.110 2.429 -0.225  O1 1.196, N3 1.420, C4 1.486
3 N 3.119 1.436 -0.336  C2 1.420, H9 1.001, H10 0.983
4 C 0.918 2.089 -1.044  C2 1.486, N5 1.460, H11 1.124, H12 1.081
5 N 0.361 0.796 -0.657  C4 1.460, C6 1.363, H13 1.095
6 C -0.940 0.419 -0.814  N5 1.363, O7 1.351, O8 1.238
7 O -1.718 1.093 -1.689  C6 1.351, H14 0.955
8 O -1.519 -0.564 -0.334  C6 1.238
9 H 2.890 0.480 -0.525  N3 1.001
10 H 3.940 1.557 0.191  N3 0.983
11 H 1.271 1.896 -2.093  C4 1.124
12 H 0.119 2.816 -1.003  C4 1.081
13 H 0.978 0.205 0.029  N5 1.095
14 H -1.799 1.204 -2.634  O7 0.955
15 H -4.286 1.621 -0.376  O17 0.888
16 H -3.038 2.450 -0.253  O17 0.951
17 O -3.802 2.102 0.192  H15 0.888, H16 0.951
18 H 2.053 -2.015 1.141  O20 0.937
19 H 0.588 -1.903 1.096  O20 0.997
20 O 1.407 -1.337 1.124  H18 0.937, H19 0.997
21 H -0.716 -2.291 -1.049  O23 1.002
22 H -0.073 -3.370 -0.527  O23 0.949
23 O -0.098 -2.997 -1.399  H21 1.002, H22 0.949
24 H 2.072 -0.836 -2.205  O26 0.988
25 H 1.276 -2.060 -1.700  O26 0.979
26 O 2.192 -1.723 -1.787  H24 0.988, H25 0.979
27 H -0.236 2.521 2.838  O29 1.024
28 H 0.773 3.203 1.915  O29 1.002
29 O -0.128 2.769 1.851  H27 1.024, H28 1.002
30 H -2.792 -1.439 2.203  O32 0.959
31 H -2.844 -1.932 0.731  O32 0.951
32 O -2.674 -2.197 1.628  H30 0.959, H31 0.951
33 H -1.261 -2.777 1.682  O35 1.063
34 H -0.165 -3.900 2.136  O35 0.944
35 O -0.295 -3.193 1.526  H33 1.063, H34 0.944